[1]
Below is 2 unconnected molecules or ions with the total composition C35H46N2O, with properties calculated with ωB97M-V/def2-TZVPD.

As for the HOMO-LUMO gap: 3.448 eV. The HOMO energy is -5.13 eV.

ORCA input file:
```
! RIJCOSX wB97M-V def2-TZVPD def2/J DEFGRID3
* xyz 0 1
C -3.659 -3.851 1.418
C -2.495 -2.878 1.241
C -2.760 -2.124 -0.057
C -2.478 -1.922 2.438
C -1.124 -3.583 1.134
C 0.077 -2.779 0.881
O -0.011 -1.583 0.461
C 1.374 -3.461 1.057
C 2.681 -2.636 1.122
C 3.924 -3.528 1.198
C 2.653 -1.751 2.372
C 2.826 -1.774 -0.134
C 1.391 -4.842 1.073
C 0.224 -5.605 1.153
C -1.014 -4.962 1.151
H -3.552 -4.452 2.328
H -4.591 -3.276 1.499
H -3.751 -4.505 0.542
H -1.899 -1.498 -0.273
H -2.899 -2.836 -0.880
H -3.656 -1.501 0.039
H -1.720 -1.144 2.307
H -3.460 -1.451 2.549
H -2.258 -2.492 3.350
H 4.018 -4.154 0.303
H 4.822 -2.897 1.253
H 3.915 -4.168 2.088
H 1.845 -1.018 2.300
H 2.495 -2.378 3.258
H 3.607 -1.224 2.488
H 1.983 -1.086 -0.208
H 3.762 -1.203 -0.104
H 2.840 -2.414 -1.025
H 2.346 -5.376 1.001
H 0.277 -6.689 1.241
H -1.921 -5.569 1.150
C 4.566 1.094 -3.983
N 3.304 0.420 -4.209
C 3.438 -0.786 -4.997
C 2.101 -1.322 -5.468
C 1.137 -1.487 -4.303
C 1.149 -0.317 -3.381
C 2.188 0.654 -3.454
C 2.015 1.871 -2.747
C 0.980 2.032 -1.853
C 0.087 0.942 -1.550
C -0.945 0.990 -0.590
C -1.175 2.041 0.334
C -2.506 2.383 0.726
C -2.787 3.530 1.440
C -1.726 4.372 1.886
N -1.994 5.531 2.553
C -0.929 6.323 3.131
C -3.311 5.794 3.096
C -4.414 5.327 2.169
C -4.210 3.881 1.733
C -0.390 3.985 1.597
C -0.119 2.842 0.882
C 0.204 -0.213 -2.382
H 4.439 2.059 -3.487
H 5.259 0.476 -3.385
H 5.052 1.263 -4.952
H 4.084 -0.545 -5.850
H 3.959 -1.560 -4.406
H 1.678 -0.631 -6.204
H 2.269 -2.284 -5.957
H 0.125 -1.638 -4.700
H 1.380 -2.395 -3.732
H 2.707 2.693 -2.934
H 0.831 2.999 -1.370
H -1.777 0.311 -0.756
H -3.327 1.741 0.397
H -0.219 6.658 2.364
H -1.381 7.212 3.583
H -0.370 5.779 3.911
H -3.419 5.287 4.069
H -3.385 6.872 3.266
H -5.363 5.423 2.700
H -4.460 5.976 1.288
H -4.837 3.694 0.851
H -4.589 3.214 2.524
H 0.438 4.616 1.939
H 0.917 2.542 0.708
H -0.489 -1.039 -2.209
*
```

[2]
Below is C6H10 in the gas phase, with properties calculated with ωB97M-V/def2-TZVPD.

As for the HOMO-LUMO gap (spin up / spin down): 6.999 / 7.002 eV. The HOMO energy (spin up / spin down) is -7.50 / -7.50 eV. As for the energy relative to the best compared isomer or geometry (same formula, charge and spin): 102.9 kcal/mol.

ORCA input file:
```
! RIJCOSX wB97M-V def2-TZVPD def2/J DEFGRID3
* xyz 0 1
C -1.212 0.812 -0.736
C -0.210 0.373 0.292
C -0.560 0.586 1.716
C 0.604 -1.340 -1.101
C 0.970 -0.244 -0.097
C 2.152 0.153 0.548
H -1.334 1.890 -0.565
H -2.202 0.355 -0.627
H -0.859 0.675 -1.762
H 0.040 -0.058 2.360
H -0.345 1.627 1.948
H -1.629 0.396 1.887
H -0.460 -1.642 -1.037
H 0.802 -1.058 -2.132
H 1.177 -2.218 -0.803
H 3.068 -0.306 0.108
*
```

[3]
Below is a molecular structure, C27H30Cl3GeO5PRuS2, with properties calculated with ωB97M-V/def2-TZVPD.

As for the HOMO-LUMO gap (spin up / spin down): 5.999 / 6.693 eV. The HOMO energy (spin up / spin down) is -3.67 / -5.42 eV. As for the energy relative to the best compared isomer or geometry (same formula, charge and spin): 19.7 kcal/mol. Its expectation value of S² is 8.82.

ORCA input file:
```
! RIJCOSX wB97M-V def2-TZVPD def2/J DEFGRID3
* xyz -1 6
Ru -0.274 0.922 -0.233
C -5.972 -2.768 -0.534
O -5.777 -2.617 0.853
C -4.783 -1.778 1.263
C -4.438 -1.878 2.628
C -3.370 -1.185 3.125
C -2.618 -0.299 2.331
C -1.412 0.344 2.776
C -0.931 0.157 4.203
O -0.689 1.040 2.047
C -3.060 -0.080 0.973
O -2.549 0.794 0.208
C -4.116 -0.888 0.463
H -6.698 -3.574 -0.646
H -5.037 -3.043 -1.031
H -6.368 -1.857 -0.992
H -5.014 -2.543 3.251
H -3.109 -1.349 4.161
H -1.702 -0.226 4.857
H -0.585 1.116 4.582
H -0.088 -0.531 4.197
H -4.352 -0.737 -0.580
C 3.395 4.780 -1.896
C 2.745 3.504 -2.391
O 2.882 2.426 -1.463
P 2.174 2.381 -0.041
S 2.201 0.433 0.464
S 0.498 3.487 0.057
O 3.276 3.135 0.871
C 2.906 3.388 2.222
C 3.984 4.214 2.897
H 3.379 5.520 -2.690
H 4.422 4.584 -1.597
H 2.849 5.167 -1.039
H 3.241 3.140 -3.295
H 1.684 3.672 -2.605
H 2.766 2.431 2.739
H 1.949 3.925 2.224
H 4.924 3.670 2.912
H 3.675 4.429 3.915
H 4.126 5.149 2.362
C 2.194 -4.249 1.851
C 0.892 -4.103 2.308
C 0.015 -3.263 1.655
C 0.423 -2.551 0.517
C 1.746 -2.702 0.073
C 2.616 -3.537 0.738
C -0.520 -1.714 -0.182
C -0.246 -0.955 -1.285
C 0.365 -1.119 -2.518
C 0.894 -0.039 -3.270
C 1.374 -0.231 -4.539
C 1.389 -1.501 -5.107
C 0.920 -2.585 -4.372
C 0.400 -2.410 -3.115
H 2.874 -4.914 2.362
H 0.564 -4.644 3.186
H -0.998 -3.147 2.016
H 2.078 -2.143 -0.790
H 3.636 -3.626 0.395
H -1.535 -1.729 0.222
H 0.922 0.947 -2.816
H 1.741 0.614 -5.100
H 1.776 -1.650 -6.104
H 0.979 -3.579 -4.791
H 0.025 -3.249 -2.549
Cl -3.127 3.630 -1.430
Ge -1.722 2.050 -2.004
Cl -0.724 3.208 -3.709
Cl -3.082 0.729 -3.189
*
```

The calculation returns the following largest force on an atom values, one per record and in order: 1.5 1.0 1.5 eV Å⁻¹.